A cluster of 8 separate species, C35H76N2O6 in total at a distorted geometry. Source: OMol25; level of theory: the ωB97M-V functional and the def2-TZVPD basis.

Structure (XYZ):
```
119
Properties=species:S:1:pos:R:3:forces:R:3:mulliken_charge:R:1
N 1.111687 5.647106 -0.817822 0.2 -0.6 1.0 0.122
H 3.999052 -1.753488 -4.899174 0.5 0.0 0.0 0.475
H 2.229274 -0.291134 -5.646211 -0.1 0.3 0.2 0.433
C 3.110974 -0.670161 -1.823711 -0.4 -0.5 -0.7 0.435
H 4.412998 0.860018 4.801057 0.3 -0.7 -0.9 0.381
O -6.721834 -1.609443 2.642502 0.7 -0.8 0.1 -0.613
H 2.251499 -2.919297 -2.661524 1.0 -0.4 -0.3 0.140
C -1.746620 -0.142127 -0.960047 -1.6 1.0 -0.3 -0.363
H 2.103949 6.829709 -2.936295 0.2 -0.3 -0.5 0.293
C -5.672367 -1.928173 2.097157 -1.9 2.6 0.2 0.704
H 1.743879 4.642276 1.615553 1.8 0.9 0.8 0.453
H -5.876679 -0.155671 0.907085 0.3 -0.7 -0.1 0.302
H 6.407346 0.419386 2.828695 0.3 -0.9 0.0 0.344
H 2.890608 1.306562 -1.099931 0.0 0.0 -0.9 -0.241
H -0.336835 1.364270 -0.989157 -0.3 0.4 0.4 -0.169
H -0.505854 -1.164974 4.814396 -0.1 0.4 0.2 0.295
H 4.135943 -0.444193 3.490807 0.3 0.0 0.6 0.263
H -2.491207 -4.051133 -3.387580 0.0 -0.2 -0.1 0.281
H 0.108076 1.296768 1.468900 0.4 0.0 -0.2 -0.111
H 3.603044 1.190839 -2.814752 0.0 0.1 0.9 0.362
H 0.183924 3.614915 -3.559269 0.5 0.2 0.3 0.384
H 1.989836 -0.661905 -2.013674 1.0 -0.3 0.3 -0.309
H 0.003581 0.412920 4.126397 -0.2 -0.4 -0.1 -0.801
H -2.828859 -0.229459 -0.749725 0.1 -0.1 -0.1 -0.143
C 3.563128 1.316430 1.598721 1.2 0.4 -0.8 0.489
H -4.825168 -1.478548 0.220897 0.2 -0.4 -1.2 -0.081
C 0.839802 -4.157484 0.131344 -0.8 0.4 -1.5 0.222
C -5.360960 -2.371109 -3.666579 -0.3 0.0 1.1 -0.333
H -4.305641 -0.481217 -3.864152 -0.1 0.4 0.1 0.279
H -2.103848 0.835530 7.666737 0.0 -0.1 1.5 0.371
H -0.030361 6.098837 0.843594 -0.4 1.1 0.4 0.617
H -6.295405 -2.290433 -4.245707 0.4 -0.2 0.2 0.367
H 1.366303 -5.077234 0.291957 1.0 -0.3 0.4 0.481
H -1.912791 2.130542 6.467218 0.2 0.1 0.4 0.253
C -0.639797 0.666296 1.005684 -2.6 0.1 1.1 0.755
H -1.191920 -6.170882 0.526116 0.6 0.4 0.1 0.326
C -0.253792 -0.749703 0.716818 1.3 -0.5 -0.3 0.103
O -3.009345 -2.071660 -3.680803 -0.6 -0.7 0.5 -0.393
C 5.551539 1.057762 2.872213 -0.4 1.4 -0.4 -0.608
H -5.538410 -2.035254 -2.629586 -0.4 -0.1 -0.3 0.070
H -0.836571 4.471467 -2.462659 -0.2 0.2 -0.1 0.311
H 1.182424 3.342009 0.654263 -0.7 0.8 1.0 -0.338
C 0.239236 5.239551 0.288898 0.3 -0.4 -0.4 -0.813
H 0.798539 -0.762879 0.401151 0.1 -0.1 -0.3 -0.705
H 4.121512 -0.064159 -4.449717 0.2 -0.2 0.5 0.402
C 3.380011 -2.900641 -2.801244 0.1 0.6 2.3 -0.275
H -5.192944 -4.388026 -2.839345 -0.2 -0.2 -0.1 0.340
H -0.284576 -1.496576 1.518414 -0.4 0.5 0.0 0.087
C -1.792097 1.072345 6.693584 -0.9 0.0 -2.5 -0.547
H 1.596972 8.464228 -2.707905 -0.3 0.4 0.0 0.393
H 4.502060 0.884683 -1.261595 1.0 -0.1 -0.2 0.222
C -0.337332 -4.536023 -0.787065 0.3 -0.5 1.1 -0.323
H 3.304987 -1.144188 -0.852666 -0.2 0.1 -0.2 0.110
H -4.256430 -0.459467 1.439748 1.1 0.4 0.6 0.014
C -1.315982 -5.106500 0.284284 -2.1 0.6 -1.6 -0.701
H 0.132198 5.357594 -3.610031 0.1 0.8 -0.4 0.382
C 3.577847 0.768823 -1.788606 -0.9 0.3 0.2 -0.575
H 0.251451 3.981779 2.097860 -0.5 -0.1 -0.2 0.492
C 0.852413 4.264685 1.240279 0.5 -2.2 -1.3 -0.669
H 3.245512 2.456303 3.379077 -0.3 -0.3 0.2 0.407
H 5.968671 2.044751 3.180545 -0.5 -0.4 0.2 0.247
H -1.191144 -4.627942 2.385980 -0.1 0.1 0.2 0.472
C 0.795580 6.985663 -1.262275 -0.5 0.3 -0.7 -0.383
H -3.243178 -3.282845 -1.970985 -0.1 0.0 -0.2 -0.178
C -2.772823 0.360619 5.682406 1.6 0.4 -0.1 -0.550
H -1.501459 0.652242 1.718876 0.6 0.0 -0.2 -0.184
C 0.140952 4.526167 -2.942803 -0.5 -0.7 1.0 -1.299
H -3.078184 -0.627705 5.977046 0.0 -0.7 0.5 0.319
C -4.994160 -3.186910 2.338309 1.7 -0.7 0.5 -0.891
H 3.964781 -4.608473 -1.519882 0.1 -0.3 0.0 0.417
C -0.416910 0.559789 6.239133 -1.5 -2.7 0.4 -0.629
H 3.310333 2.196212 0.967954 -0.1 -0.3 0.7 -0.014
H 0.382863 1.225672 6.249108 1.1 1.4 0.0 0.373
C 4.137826 -3.541181 -1.564658 -0.2 1.0 0.1 -1.337
H -0.137146 -0.303554 6.841369 0.2 0.2 0.5 0.275
H -0.183040 6.917824 -1.798079 0.4 0.6 0.0 0.326
H -5.373546 -3.657515 3.228170 -0.3 -0.2 0.3 0.373
H 3.140914 0.446286 1.076596 0.0 0.0 0.4 -0.436
H -1.740179 -3.231937 1.373094 0.3 -0.7 0.0 -0.421
H 5.218902 -3.318059 -1.714468 -0.7 -0.4 0.1 0.400
C -1.076189 -4.130205 1.425899 -0.2 0.3 0.3 0.342
H 1.481452 -0.282272 -4.013189 0.6 -0.1 -0.3 0.130
C 2.179710 -0.817034 -4.687885 -1.5 0.0 -0.7 -0.885
H -1.869671 1.964954 -0.330150 -0.5 0.5 0.2 0.597
H -0.658890 4.764731 -0.050256 -1.1 0.0 -0.6 0.147
H -2.423030 -5.077245 -0.062742 1.7 0.2 0.5 0.191
C -4.251722 -1.510309 -4.175675 1.2 -0.6 -1.7 -0.439
C -5.126603 -0.951051 1.088939 -1.1 0.3 0.3 -0.163
C 1.894466 7.570024 -2.185376 -1.3 -0.7 0.2 -1.317
C -4.710067 -3.749437 -3.570461 0.7 0.1 0.3 -0.642
H -0.012709 -5.239406 -1.538937 0.0 -0.4 -0.2 0.591
C 1.217023 4.595340 -1.828122 -0.4 -0.5 -0.7 0.177
C 3.596044 -1.000440 -4.227210 0.3 0.2 0.3 -0.796
H -3.672418 0.876968 5.399933 -0.3 0.6 0.1 0.287
N 3.820980 -1.480600 -2.849099 -0.7 -0.1 -0.8 -0.027
H 1.433020 -3.375212 -0.364022 0.2 -0.3 0.5 -0.477
H -4.211915 -1.563738 -5.302026 0.0 0.3 0.9 0.261
C -1.206957 1.127910 -0.334958 2.4 -0.2 -1.0 -0.319
C 3.210189 1.398582 3.083342 0.8 0.3 -0.9 0.108
H -5.217391 -3.807039 1.479976 0.3 -0.4 -0.3 0.299
O 5.033904 1.209442 1.534663 -0.9 -0.2 0.4 -0.473
H 1.151518 3.633443 -1.291828 0.3 0.4 -0.2 -0.506
C -0.671702 -0.068724 4.848571 1.0 0.7 -0.1 0.730
H 2.175416 4.633936 -2.333708 0.4 0.0 0.2 0.440
O -1.068640 -1.192330 -0.372057 0.6 -1.3 0.5 0.044
H 2.807137 7.755211 -1.678394 0.8 0.2 0.7 0.358
H 0.598553 7.606423 -0.363394 0.4 -0.2 -0.6 0.394
H -0.675878 -3.646549 -1.287172 -0.6 0.4 0.0 -0.105
H -3.881924 -3.059436 2.463861 -1.0 -0.1 -0.4 0.096
H -1.624164 -0.142016 -2.052949 0.0 -0.2 0.3 0.205
O 0.278878 -3.668091 1.323139 -0.3 -0.2 0.3 -0.466
H 2.273994 0.907039 3.272438 -0.6 0.2 0.3 -0.230
C -3.280042 -3.382278 -3.064945 -0.8 1.2 -1.0 0.132
C 4.362614 0.606864 3.711554 -0.2 0.5 0.4 -0.512
H -4.691065 -4.247206 -4.545641 0.1 0.0 0.2 0.288
H 3.670470 -3.424621 -3.728357 -0.2 0.3 0.5 0.505
H 3.871978 -3.114797 -0.531608 0.1 -0.5 -1.7 0.194
H 1.689667 -1.755129 -4.984194 0.1 0.0 0.5 0.286
O -1.973046 0.274643 4.511682 -1.1 0.0 -1.0 -0.376
```
Positions in Å, forces in eV/Å.

Computed properties:
Multiplicity = 1
E = -1939.92754 a.u.
SMILES string = CCN(CC)CC.CCN(CC)CC.C1CCOC1.C1CCOC1.C1CCOC1.C1CCOC1.C1CCOC1.CC(C)=O